(1)
45
Properties=species:S:1:pos:R:3:forces:R:3:lowdin_charge:R:1 method="wB97M-V/def2-TZVPD" charge=-2 e_above_lowest_ev=0.561 gap_ev=2.11 homo_ev=2.11 e_lumo_ev=4.224 spin_multiplicity=1
C 4.133598 -0.284347 0.679781 0.0 -0.2 -0.6 -0.08
C 3.797351 -0.785128 -0.733218 0.4 1.0 -0.1 -0.28
C 2.682985 0.019087 -1.409859 -0.8 -1.4 0.4 -0.14
B 1.171374 -0.400746 -1.103905 0.0 0.5 0.3 -0.26
C 0.090392 0.449309 -1.900029 1.0 0.0 0.6 -0.11
C -0.057597 1.843237 -1.221781 -1.1 -0.3 -0.2 -0.17
C -1.324083 1.996381 -0.331678 1.0 0.1 0.0 -0.16
C -1.022800 2.073561 1.176110 -0.8 0.5 -0.9 -0.24
O -1.745023 3.178254 1.755675 -0.3 0.0 -0.4 -0.09
C 0.856921 -1.574628 -0.104247 -0.6 0.4 -0.5 -0.06
C -0.536683 -2.153589 -0.033984 0.2 -0.3 0.5 -0.18
O -1.507458 -1.228509 0.481050 0.0 0.6 -0.9 0.01
C -2.757086 -1.720588 0.516363 -0.3 -0.5 1.0 -0.50
O -3.082611 -2.557654 1.320229 0.1 -0.3 -0.1 0.12
C -3.799978 -1.173685 -0.423059 0.5 0.3 -0.5 -0.13
C -3.344970 -0.870488 -1.848293 -0.4 0.2 0.4 -0.09
H 5.195153 -0.100991 0.776457 0.4 -0.1 0.1 0.05
H 3.635548 0.648829 0.861373 -0.4 0.4 0.5 0.07
H 3.837286 -0.986778 1.433556 -0.3 -0.1 0.6 0.07
H 4.688861 -0.655615 -1.342803 0.3 -0.2 -0.2 0.08
H 3.581151 -1.843755 -0.729820 -0.2 -0.4 0.0 0.08
H 2.753033 1.069939 -1.170980 0.3 0.5 -0.1 0.10
H 2.764438 -0.094797 -2.492087 0.1 0.2 -0.3 0.09
H 0.535676 0.615799 -2.875298 -0.1 0.0 -0.5 0.08
H -0.857781 -0.042416 -2.018892 -0.4 -0.1 -0.1 0.05
H 0.827709 2.080124 -0.661706 0.4 0.2 0.5 0.09
H -0.134724 2.596091 -1.996367 0.1 0.2 -0.4 0.09
H -1.819183 2.917906 -0.607098 -0.2 0.3 -0.1 0.09
H -1.987661 1.176971 -0.565255 -0.4 -0.2 0.1 0.06
H 0.021205 2.222090 1.353211 0.6 -0.1 0.5 0.07
H -1.327675 1.156308 1.641811 0.2 -0.4 0.5 0.10
H -2.368300 2.782823 2.360658 0.0 0.1 0.5 0.06
H 1.471415 -2.412206 -0.422418 0.4 -0.3 0.1 0.10
H 1.171808 -1.315724 0.904992 0.2 0.3 0.3 0.14
H -0.503482 -3.006841 0.630334 -0.2 -0.3 0.3 0.12
H -0.895060 -2.523716 -0.992947 0.0 0.1 -0.4 0.11
H -4.206902 -0.282836 0.034970 -0.2 0.3 0.2 0.12
H -4.566305 -1.926129 -0.465590 -0.4 -0.2 0.3 0.10
H -2.509921 -1.482092 -2.127917 0.4 -0.3 -0.3 0.06
H -3.073870 0.161118 -1.972587 0.3 0.4 0.0 0.05
H -4.166554 -1.043629 -2.526019 -0.3 -0.2 -0.3 0.06
C 1.087358 0.874264 4.055182 0.9 -0.5 -0.5 -1.01
O 0.049747 1.151776 4.755442 -0.3 0.1 0.1 -0.24
O 1.127581 1.196113 2.776859 0.0 -0.1 0.0 -0.24
O 2.115117 0.256910 4.563786 -0.3 0.2 0.1 -0.28

=====

(2)
62
Properties=species:S:1:pos:R:3:forces:R:3:lowdin_charge:R:1 method="wB97M-V/def2-TZVPD" charge=-2 gap_ev=2.39 homo_ev=-1.46 e_lumo_ev=0.928 spin_multiplicity=1
O -0.668196 -0.342862 0.170228 0.8 0.7 0.2 -0.40
V 0.686298 0.429270 0.492587 -1.2 -0.1 0.3 1.08
O 1.863271 -0.524584 0.149053 0.5 -0.2 -0.1 -0.36
C 2.136273 2.045216 -6.120525 -0.8 3.1 2.7 -0.66
F 1.079047 1.237031 -6.141954 0.1 -0.1 -1.1 0.12
F 3.148741 1.360669 -5.626349 0.9 -0.6 -0.9 0.12
F 2.417944 2.637667 -7.311873 -0.2 -1.4 0.4 0.09
S 1.809579 3.465531 -4.805382 -1.5 -0.8 2.1 0.50
O 1.540469 2.695961 -3.533566 0.2 1.0 -2.6 -0.41
O 3.056194 4.206568 -4.714432 -0.2 -0.2 -0.7 -0.37
O 0.641388 4.208003 -5.327717 1.4 -1.0 0.3 -0.39
S 1.654945 0.196708 6.229505 -0.1 0.2 1.2 0.11
O 2.318549 1.439756 6.540853 0.4 1.6 0.2 -0.41
O 2.475389 -0.929338 6.641121 2.1 -2.1 -0.3 -0.32
O 0.511396 -0.071157 7.119874 -1.8 0.7 0.0 -0.35
O 1.336710 0.118249 4.815202 -0.6 -0.3 -1.6 -0.38
C 3.714056 3.693811 1.945653 -2.1 -1.2 -0.6 -0.04
O 2.265457 3.665235 2.052410 2.0 -1.6 0.1 -0.19
C 1.794567 4.886845 2.354797 -2.4 1.0 -0.5 -0.29
C 0.361162 4.712690 2.905057 0.6 0.7 -0.1 -0.15
O -0.546508 3.962246 2.019631 2.0 1.6 0.1 -0.16
C -1.735191 3.674476 2.649438 -1.1 -0.6 2.0 -0.17
H 3.858407 2.650050 1.666675 1.0 0.2 0.0 0.09
H 4.151658 3.934733 2.914448 0.2 0.1 -0.2 0.10
H 3.917627 4.364777 1.111108 0.7 0.1 0.2 0.09
H 1.793563 5.511638 1.461646 -0.3 0.2 -0.5 0.12
H 2.428798 5.474138 3.018825 -0.1 -0.2 0.9 0.12
H 0.063832 5.741085 3.110268 -0.9 0.3 -0.5 0.11
H 0.451582 4.342383 3.926230 -0.3 -1.1 -0.2 0.13
H -2.254129 4.485839 3.159820 0.3 1.0 -0.3 0.08
H -1.521935 3.027818 3.500585 -0.1 -0.6 0.0 0.09
H -2.525324 3.232764 2.042229 0.6 -0.2 -0.6 0.09
C -10.149559 -3.373566 0.573103 0.1 0.8 -0.9 -0.07
O -9.205338 -2.298432 0.155008 -1.3 -2.8 1.3 -0.16
C -8.665151 -1.614639 1.258608 -0.1 4.0 -0.8 -0.26
C -7.387392 -2.039872 1.859083 1.3 -2.5 1.4 -0.21
O -7.097530 -1.566490 3.185017 -1.6 0.1 -0.5 -0.18
C -5.962418 -2.182707 3.732913 0.2 -0.4 0.0 -0.12
H -10.958441 -2.980629 1.189055 0.3 0.4 0.3 0.08
H -9.746678 -4.265637 1.052679 0.7 0.3 0.2 0.08
H -10.677604 -3.761928 -0.297789 0.4 0.3 -0.4 0.07
H -9.371686 -1.334797 2.040022 -0.4 -0.6 0.1 0.13
H -8.429656 -0.656235 0.795895 -0.2 0.5 0.0 0.13
H -6.468621 -1.875093 1.296236 -0.3 0.1 -0.7 0.13
H -7.569120 -3.113402 1.910356 0.7 -0.7 0.2 0.12
H -5.123949 -2.019950 3.055724 0.5 0.3 0.4 0.09
H -6.023547 -3.263354 3.861653 -0.6 -0.4 -0.4 0.08
H -5.836000 -1.851188 4.763553 0.3 0.7 -0.4 0.09
C 7.271278 -2.194536 -3.129474 1.1 -0.6 -0.9 -0.06
C 6.811889 -3.623335 -2.887938 -0.3 0.2 1.4 -0.23
O 6.548832 -4.333433 -4.100907 -2.6 -0.2 -2.1 -0.01
C 5.248211 -4.328861 -4.625367 -2.4 2.1 3.7 -0.24
O 4.220297 -3.949754 -3.991794 4.4 -1.7 -2.8 0.12
C 5.113480 -4.753424 -6.131545 1.2 -0.8 0.6 -0.53
F 6.295647 -5.302795 -6.544923 -0.7 0.8 -0.1 0.12
F 4.201776 -5.701648 -6.318392 -0.3 0.1 0.4 0.17
F 4.766289 -3.710661 -6.879114 0.5 -0.2 0.2 0.18
H 6.612466 -1.583937 -3.746926 -0.4 0.0 0.6 0.09
H 8.177076 -2.258085 -3.732469 0.2 0.0 -0.1 0.07
H 7.613433 -1.713888 -2.212954 -0.6 0.1 0.1 0.08
H 6.003699 -3.645791 -2.156900 -0.6 -0.1 -0.6 0.12
H 7.562699 -4.235147 -2.387858 0.4 0.2 -0.3 0.12

=====

(3)
49
Properties=species:S:1:pos:R:3:forces:R:3:lowdin_charge:R:1 method="wB97M-V/def2-TZVPD" charge=+1 e_above_lowest_ev=2.793 gap_ev=9.71 homo_ev=-12.03 e_lumo_ev=-2.323 spin_multiplicity=1 smiles="CNC(=O)[C@@H](CCCNC(N)=[NH2+])NC(=O)[C@@H](CC(=O)O)NC(C)=O"
C 0.171704 -2.502986 6.417483 -1.1 -1.9 -1.1 -0.04
N 0.525034 -2.331748 4.964526 -1.1 1.0 -1.6 0.02
C 0.270976 -1.232130 4.137915 -0.4 0.0 1.6 -0.44
O -0.034752 -0.136729 4.567977 -0.2 0.1 0.4 0.07
C 0.245349 -1.380245 2.622837 0.8 -1.6 -1.9 -0.21
C -1.176159 -1.795685 2.076445 0.3 0.5 -1.8 -0.08
C -1.085678 -2.800430 0.881162 0.3 0.6 -0.2 -0.16
C -2.389365 -2.957913 0.169825 0.2 -0.5 -2.1 -0.19
N -2.827393 -1.734409 -0.430841 0.4 0.2 -0.4 0.09
C -3.830584 -1.469856 -1.250557 3.8 3.9 2.8 -0.49
N -3.949820 -0.159125 -1.393405 -0.4 0.3 -0.5 0.21
N -4.562907 -2.288386 -1.844768 -2.2 -4.9 -1.0 0.26
N 0.569547 -0.117541 1.984905 -0.1 2.8 1.4 0.08
C 0.973030 0.125479 0.697849 0.7 -3.6 0.9 -0.43
O 1.466491 -0.795229 0.004421 -1.4 2.5 0.5 0.06
C 0.860466 1.589603 0.411608 0.9 1.4 -3.5 -0.15
C 2.230405 2.276158 0.608204 -0.9 1.9 -1.6 -0.02
C 3.271149 2.079138 -0.511389 -0.7 -0.1 -0.3 -0.50
O 3.262893 2.488867 -1.653298 -0.7 0.3 0.8 0.10
O 4.256658 1.310689 -0.080518 -0.3 0.0 1.3 0.15
N 0.403322 1.857405 -1.069375 0.7 1.0 1.2 0.15
C -0.784086 1.356634 -1.463336 0.3 -1.7 0.6 -0.46
C -1.054206 1.309859 -2.936951 1.6 -1.4 -0.8 0.02
O -1.574697 0.780660 -0.659695 1.4 1.2 -0.5 -0.04
H 1.131014 -2.692885 6.824114 0.7 0.7 1.5 0.06
H -0.348594 -3.517227 6.632785 0.5 1.5 -1.0 0.10
H -0.526443 -1.750011 6.853816 1.3 -0.1 -0.6 0.10
H 1.086948 -3.023811 4.484027 -0.3 -0.3 0.6 0.13
H 1.004082 -2.155082 2.268929 -0.9 0.9 0.4 0.17
H -1.837556 -2.094335 2.862491 -0.4 -0.4 0.5 0.11
H -1.640374 -0.901421 1.530227 0.7 -0.8 1.6 0.13
H -0.569290 -2.265064 0.090557 1.5 -0.3 0.2 0.10
H -0.687932 -3.810628 1.070703 0.2 0.6 0.1 0.14
H -2.358662 -3.711931 -0.651877 0.1 0.0 0.9 0.15
H -3.098797 -3.120628 0.873488 -2.5 -1.7 2.1 0.09
H -2.335228 -0.879964 -0.241376 0.6 0.0 0.4 0.09
H -3.168935 0.446040 -1.126704 -0.1 0.1 0.0 0.08
H -4.720460 0.162690 -1.890480 -1.2 1.0 -0.9 0.10
H -5.215803 -2.031930 -2.538068 -0.7 0.2 -0.6 0.14
H -4.469707 -3.274316 -1.591468 -0.3 0.5 -0.4 0.15
H 0.371197 0.745810 2.602717 0.1 -2.2 -1.2 0.18
H 0.165721 2.097528 1.041225 -0.6 0.0 0.5 0.14
H 1.991536 3.353488 0.772827 0.4 -0.5 -0.8 0.15
H 2.685943 2.047390 1.515566 0.6 -1.1 1.6 0.11
H 4.895924 1.337157 -0.776523 1.1 -0.4 -1.0 0.12
H 0.924172 2.609808 -1.657081 -1.0 -2.2 1.3 0.19
H -1.629026 2.136329 -3.130739 -1.2 2.5 -0.9 0.05
H -1.744291 0.492805 -3.238665 0.9 0.1 0.5 0.09
H -0.102090 1.335548 -3.579675 -1.5 -0.1 1.1 0.13